This record from the Open Molecules 2025 dataset describes C12H17F9Ni2O8 as an isolated structure in a non-equilibrium geometry. The level of theory is ωB97M-V with the def2-TZVPD basis set.

Geometry as ORCA input:
```
! wB97M-V def2-TZVPD RIJCOSX def2/J DEFGRID3
* xyz 2 5
Ni 0.0691 -19.7724 -0.4818
Ni -1.9302 -18.5186 1.3361
O -1.2996 -18.3047 -0.5091
H -1.3407 -17.4634 -0.9730
O -0.3728 -19.7034 1.3824
H -0.3092 -20.4481 1.9878
C 1.4172 -23.9644 2.2167
C 1.5200 -22.7173 1.3812
O 2.2497 -23.0309 0.1809
C 2.1003 -22.3577 -0.8996
O 1.4479 -21.3406 -1.0463
C 2.8704 -23.0121 -2.0785
F 3.7771 -23.8571 -1.6284
F 1.9600 -23.7287 -2.7625
F 3.3884 -22.0963 -2.8684
H 1.0281 -23.6955 3.1989
H 2.3929 -24.4351 2.3334
H 0.7682 -24.7286 1.7929
H 1.9077 -21.8620 1.9379
H 0.5256 -22.3835 1.0441
C -4.2398 -16.5692 3.9364
C -3.1248 -17.1187 4.8080
O -3.2071 -18.5125 5.1450
C -2.7527 -19.3846 4.3245
O -2.3762 -19.2145 3.1714
C -2.7999 -20.8175 4.9174
F -2.3982 -21.6820 3.9864
F -1.9441 -20.8782 5.9361
F -4.0112 -21.1007 5.3380
H -4.2283 -17.1570 3.0078
H -4.0250 -15.5281 3.7061
H -5.2606 -16.6432 4.3044
H -2.9617 -16.5189 5.7002
H -2.2032 -16.9111 4.2521
C 1.5780 -15.9374 0.4242
C 2.0129 -16.7328 1.6414
O 3.1512 -17.5864 1.4038
C 3.0523 -18.6208 0.6483
O 2.0312 -19.0172 0.1232
C 4.3258 -19.4966 0.6082
F 5.0384 -19.1762 -0.4742
F 5.0653 -19.2671 1.6822
F 3.9993 -20.7805 0.5633
H 2.4243 -15.4842 -0.0854
H 0.8108 -15.2304 0.7397
H 1.0733 -16.5727 -0.3092
H 1.1872 -17.3367 2.0262
H 2.3551 -16.0569 2.4191
*
```

Computed properties:
HOMO (spin up / spin down) = -17.518 / -17.498 eV
Calculated total energy = -4984.23374 Eh
Expectation value of S² = 6.01
Energy above the lowest of the compared OMol25 structures with the same formula, charge and spin = 0.0 kJ/mol
HOMO-LUMO gap (spin up / spin down) = 0.36838 / 0.29858 Ha

Löwdin population analysis, charges in e, atoms 1 to 6: 0.9496, 1.0099, -0.3222, 0.0400, -0.3268, 0.0306